79
Properties=species:S:1:pos:R:3:forces:R:3 method="wB97M-V/def2-TZVPD" fmax_ev_per_a=1.7 total_charge=+2 gap_ev=7.42
Y 0.055 -0.092 -0.293 1.4 -0.2 0.9
C 2.488 -2.499 -0.650 -0.1 -0.1 -0.1
N 2.239 -1.338 0.228 0.0 -0.1 0.0
C 3.240 -0.284 -0.023 -0.1 0.1 0.0
C 3.010 0.363 -1.372 0.0 0.0 0.0
C 4.042 0.940 -2.093 0.0 0.0 0.0
C 3.766 1.500 -3.332 0.0 0.0 0.0
C 2.471 1.441 -3.827 0.0 0.0 0.0
C 1.493 0.865 -3.041 0.0 0.0 0.0
N 1.748 0.357 -1.827 0.7 0.1 -0.6
C 2.263 -1.743 1.640 -0.1 0.0 0.0
C 1.510 -0.815 2.565 0.1 0.0 0.0
C 1.768 -0.866 3.927 0.0 0.0 0.0
C 0.972 -0.140 4.796 0.0 0.0 -0.1
C -0.076 0.604 4.271 0.0 0.0 0.0
C -0.261 0.612 2.905 0.0 -0.1 0.0
N 0.524 -0.065 2.050 0.2 -0.1 0.6
C 1.258 -3.042 -1.342 0.0 0.0 0.0
C 1.279 -4.340 -1.832 0.0 0.0 0.0
C 0.221 -4.793 -2.600 0.0 0.1 0.0
C -0.831 -3.925 -2.858 0.0 -0.1 0.0
C -0.790 -2.658 -2.313 -0.1 0.0 0.0
N 0.226 -2.216 -1.555 0.0 -0.1 0.0
H 2.972 -3.307 -0.095 0.1 0.0 0.0
H 3.184 -2.208 -1.441 0.0 0.0 0.0
H 4.258 -0.684 0.026 0.0 0.0 0.1
H 3.144 0.470 0.765 0.0 0.0 0.0
H 5.048 0.948 -1.695 0.0 0.0 0.0
H 4.557 1.960 -3.909 0.0 0.0 0.0
H 2.223 1.837 -4.802 0.0 0.0 0.0
H 0.462 0.817 -3.375 0.0 0.0 0.0
H 3.292 -1.870 1.995 0.0 0.0 0.0
H 1.775 -2.718 1.717 0.0 0.0 -0.1
H 2.577 -1.481 4.300 0.0 0.0 0.0
H 1.153 -0.168 5.862 0.0 0.0 0.0
H -0.743 1.169 4.907 0.0 0.0 0.0
H -1.080 1.169 2.472 0.0 0.0 0.0
H 2.125 -4.982 -1.620 0.0 0.0 0.0
H 0.216 -5.799 -2.995 0.0 0.0 0.0
H -1.670 -4.225 -3.469 0.0 0.0 0.0
H -1.600 -1.962 -2.487 0.0 0.0 0.0
C -2.172 4.016 2.474 0.0 0.1 0.0
C -1.160 3.616 1.438 0.0 -0.1 0.0
C 0.179 3.442 1.778 0.0 0.0 0.0
C 1.132 3.109 0.822 0.0 0.0 0.0
C 2.593 3.091 1.191 -0.1 0.0 0.0
C 0.720 2.950 -0.506 0.1 0.4 0.1
C -0.606 3.196 -0.887 0.0 0.0 0.0
C -0.973 3.276 -2.341 0.0 -0.1 0.0
C -1.540 3.474 0.105 0.0 0.0 0.0
H -1.759 3.972 3.481 0.0 0.0 0.0
H -3.067 3.394 2.431 0.0 0.0 0.0
H -2.492 5.043 2.288 0.0 0.0 0.1
H 0.491 3.605 2.805 0.0 0.0 0.0
H 2.777 2.523 2.106 0.0 0.0 0.0
H 2.925 4.114 1.379 0.1 0.0 0.0
H 3.210 2.696 0.383 0.0 0.0 0.0
H 1.475 2.908 -1.282 0.0 -0.2 0.0
H -1.322 2.315 -2.717 0.0 0.0 0.0
H -0.120 3.598 -2.938 0.0 0.0 0.0
H -1.781 3.991 -2.488 0.0 0.0 0.0
H -2.572 3.658 -0.175 0.0 0.0 0.0
Br -3.894 1.035 -3.225 0.0 -0.1 0.1
C -3.921 -0.172 -1.778 0.5 0.2 0.1
C -5.096 -0.894 -1.527 -0.2 -0.2 0.1
C -5.145 -1.812 -0.518 -0.2 0.0 -0.1
Br -6.754 -2.758 -0.214 0.1 0.1 0.0
C -4.004 -2.060 0.281 0.2 0.1 0.0
C -3.954 -3.006 1.324 0.1 0.0 0.1
C -2.794 -3.176 2.032 -0.1 -0.1 0.0
C -1.676 -2.409 1.697 0.1 0.1 0.0
N -1.668 -1.516 0.727 -0.3 0.0 -0.1
C -2.824 -1.318 0.020 -0.2 0.0 0.0
C -2.776 -0.334 -1.016 -1.0 -0.1 -0.4
O -1.655 0.342 -1.230 -1.5 0.0 -0.7
H -5.966 -0.720 -2.145 0.0 0.0 0.0
H -4.832 -3.593 1.556 0.0 0.0 0.0
H -2.732 -3.890 2.841 0.0 0.0 0.0
H -0.754 -2.536 2.255 0.0 0.0 0.0

---

80
Properties=species:S:1:pos:R:3:forces:R:3 method="wB97M-V/def2-TZVPD" fmax_ev_per_a=0.7 total_charge=+1 gap_ev=6.70
C 2.266 2.161 2.685 0.1 -0.1 -0.4
C 2.209 0.820 2.020 0.2 0.1 -0.2
F 2.793 0.893 0.777 0.0 0.0 0.1
N 0.817 0.326 1.740 -0.1 0.0 0.1
C 0.690 -0.702 0.884 0.0 -0.2 -0.1
C -0.550 -1.189 0.566 -0.1 0.1 0.1
C -1.693 -0.638 1.141 0.1 0.0 0.1
C -3.011 -1.220 0.678 0.0 -0.2 -0.3
O -3.123 -1.601 -0.454 0.0 0.1 0.3
O -3.903 -1.293 1.653 0.1 0.3 -0.2
C -5.273 -1.541 1.279 -0.5 -0.3 0.4
C -5.943 -0.271 0.747 0.1 0.1 -0.1
O -5.656 0.178 -0.336 0.0 -0.1 0.1
C -6.960 0.362 1.628 -0.2 0.0 -0.1
C -6.768 0.465 3.005 0.0 -0.1 -0.1
C -7.709 1.111 3.788 0.0 0.0 0.0
C -8.859 1.628 3.203 0.1 0.0 0.0
C -9.062 1.509 1.835 0.0 0.0 0.0
C -8.110 0.887 1.044 0.0 0.1 0.1
C -1.533 0.429 2.028 0.0 -0.2 -0.2
Cl -2.828 1.262 2.759 -0.1 0.1 0.1
C -0.258 0.890 2.303 0.0 0.0 -0.1
H 1.915 2.923 1.989 -0.1 0.1 0.2
H 3.316 2.382 2.863 0.0 0.0 0.1
H 1.729 2.196 3.627 0.1 0.0 0.1
H 2.734 0.034 2.562 -0.2 -0.1 0.1
H 1.592 -1.105 0.451 0.1 0.1 0.1
H -0.650 -1.996 -0.143 0.0 0.0 0.0
H -5.773 -1.839 2.195 0.2 -0.1 0.1
H -5.372 -2.364 0.576 0.2 0.1 -0.2
H -5.879 0.046 3.461 0.0 0.0 0.0
H -7.547 1.199 4.853 0.0 0.0 0.0
H -9.597 2.121 3.819 0.0 0.0 0.0
H -9.957 1.912 1.385 -0.1 0.0 0.0
H -8.251 0.806 -0.024 0.0 0.0 -0.1
H -0.115 1.725 2.967 0.1 0.0 0.0
N 2.629 4.985 1.062 -0.1 0.0 0.0
C 2.691 4.584 -0.208 0.0 0.0 0.0
C 2.648 5.446 -1.291 0.0 0.0 -0.1
C 2.532 6.804 -1.045 0.0 0.0 0.0
C 2.469 7.239 0.270 0.0 0.0 0.0
C 2.522 6.295 1.283 0.0 0.0 0.0
H 2.785 3.514 -0.368 0.0 0.0 0.0
H 2.703 5.055 -2.300 0.0 0.0 0.0
H 2.495 7.511 -1.862 0.0 0.0 0.0
H 2.382 8.290 0.509 0.0 0.0 0.0
H 2.477 6.600 2.323 0.0 0.0 0.0
N 3.348 3.086 -4.233 0.0 0.0 0.1
C 4.605 3.419 -4.520 0.0 0.0 0.0
C 5.700 2.624 -4.216 0.0 0.0 0.0
C 5.484 1.412 -3.580 0.0 0.1 0.0
C 4.180 1.051 -3.278 0.0 0.0 0.0
C 3.154 1.918 -3.623 0.0 0.0 0.0
H 4.738 4.372 -5.020 0.0 0.0 0.0
H 6.698 2.946 -4.480 0.0 0.0 0.0
H 6.307 0.752 -3.343 0.0 0.0 -0.1
H 3.963 0.108 -2.792 0.0 0.0 0.0
H 2.120 1.664 -3.409 0.0 0.0 0.0
N -5.151 -5.058 1.319 0.1 0.0 0.0
C -3.987 -4.863 0.701 0.0 0.1 -0.1
C -2.946 -5.777 0.704 0.0 -0.1 0.1
C -3.116 -6.966 1.396 0.0 0.0 0.0
C -4.317 -7.184 2.050 0.0 0.0 0.0
C -5.297 -6.205 1.980 -0.1 0.0 0.0
H -3.886 -3.925 0.163 0.0 -0.1 -0.1
H -2.028 -5.564 0.173 0.0 0.0 0.0
H -2.329 -7.709 1.423 0.0 0.0 0.0
H -4.498 -8.096 2.601 0.0 0.0 0.0
H -6.253 -6.348 2.471 0.0 0.0 0.0
N 7.067 -1.593 -3.698 0.0 0.0 0.1
C 7.571 -1.964 -2.522 0.0 0.0 0.0
C 7.729 -3.286 -2.137 0.0 0.0 0.0
C 7.341 -4.280 -3.021 0.0 0.0 0.0
C 6.814 -3.911 -4.247 0.0 0.0 0.0
C 6.700 -2.559 -4.538 0.0 0.1 0.0
H 7.867 -1.158 -1.858 0.0 0.0 0.0
H 8.153 -3.527 -1.172 0.0 0.0 0.0
H 7.452 -5.325 -2.760 0.0 0.0 0.0
H 6.502 -4.652 -4.970 0.0 0.0 0.0
H 6.300 -2.231 -5.491 0.0 0.0 0.0

---

77
Properties=species:S:1:pos:R:3:forces:R:3 method="wB97M-V/def2-TZVPD" fmax_ev_per_a=3.5 gap_ev=4.20
C -2.498 1.975 6.916 0.0 0.2 0.3
C -2.561 0.976 5.804 0.0 -0.1 -0.1
C -3.619 1.024 4.895 0.2 -0.4 -0.4
C -3.681 0.136 3.815 0.1 0.0 0.1
C -4.812 0.201 2.838 -0.5 0.2 -0.2
C -2.667 -0.815 3.674 0.1 0.5 1.1
N -2.760 -1.829 2.663 -0.4 -1.0 -1.0
C -2.432 -1.720 1.343 -0.7 -1.2 2.0
C -1.601 -0.642 0.792 2.1 2.7 -0.2
C -1.928 -0.250 -0.573 -0.2 -0.1 0.6
C -1.117 0.444 -1.418 -1.1 0.4 0.0
C -1.578 0.693 -2.791 -0.7 0.6 -1.3
C -0.916 1.559 -3.705 0.4 -0.5 0.8
C -1.289 1.671 -5.039 -0.7 -0.1 0.0
C -2.490 1.092 -5.472 0.3 0.2 0.5
C -3.248 0.342 -4.566 0.2 -0.1 0.3
C -2.775 0.106 -3.278 0.2 -0.2 0.0
O -0.714 -0.130 1.500 -1.6 -1.4 -0.9
N -2.826 -2.848 0.740 -0.3 0.2 0.7
C -2.802 -3.173 -0.666 0.0 -0.5 -0.9
C -3.399 -3.699 1.675 0.2 0.2 -0.4
C -3.356 -3.089 2.872 0.4 1.2 0.0
C -1.618 -0.897 4.589 -0.1 0.2 0.0
C -0.541 -1.900 4.369 0.6 -0.2 0.2
C -1.570 0.003 5.658 -0.3 0.0 -0.4
H -1.644 1.762 7.564 -0.2 0.1 0.0
H -2.389 2.994 6.524 0.0 -0.2 0.1
H -3.416 1.953 7.515 0.2 0.0 -0.1
H -4.419 1.759 5.023 0.3 -0.2 -0.1
H -5.356 -0.754 2.774 0.2 0.2 0.0
H -5.527 0.967 3.169 0.2 -0.3 -0.2
H -4.480 0.478 1.823 -0.1 -0.1 0.3
H -2.961 -0.495 -0.833 0.5 -0.1 -0.2
H -0.212 0.921 -1.042 0.1 -0.4 -0.3
H -0.060 2.122 -3.339 -0.1 -0.1 0.0
H -0.651 2.221 -5.737 -0.3 -0.1 0.3
H -2.845 1.255 -6.483 0.1 -0.1 0.0
H -4.205 -0.093 -4.856 0.3 0.1 0.0
H -3.340 -0.580 -2.639 0.1 0.3 -0.4
H -2.773 -4.261 -0.728 0.1 0.1 -0.1
H -3.716 -2.834 -1.170 0.2 0.1 0.2
H -1.932 -2.759 -1.174 -0.1 0.0 0.2
H -3.769 -4.661 1.380 0.0 -0.1 0.0
H -3.677 -3.430 3.849 0.1 0.3 -0.2
H 0.196 -1.812 5.174 0.0 -0.2 -0.2
H -0.916 -2.932 4.364 0.1 0.2 0.0
H -0.034 -1.708 3.412 -0.1 -0.1 0.2
H -0.744 -0.056 6.374 -0.3 0.1 -0.3
C 7.460 1.879 1.310 -0.2 -0.1 0.0
C 7.076 2.523 0.129 -0.3 -0.2 0.1
C 5.969 2.063 -0.586 -0.1 -0.2 0.2
C 5.250 0.943 -0.128 0.4 -0.1 0.6
S 4.155 0.064 -1.278 -0.9 0.6 0.2
C 2.480 0.494 -1.119 0.9 0.2 -0.3
C 1.972 1.297 -2.201 0.8 0.2 1.5
O 1.482 2.435 -2.014 -0.6 -0.8 -0.8
C 2.085 0.650 -3.549 -0.5 0.5 -0.5
C 2.250 -0.731 -3.705 0.2 0.2 -0.2
C 2.536 -1.269 -4.961 -0.4 0.3 0.0
C 2.433 -0.446 -6.090 -0.1 0.0 0.1
C 2.127 0.920 -5.948 0.0 -0.4 0.2
C 1.969 1.463 -4.677 0.4 -0.2 -0.3
O 4.695 0.627 -2.500 -0.2 -0.7 -0.7
O 4.302 -1.340 -0.961 0.6 -0.2 0.1
C 5.608 0.331 1.079 0.1 0.3 -0.2
C 6.713 0.802 1.797 -0.2 0.1 -0.2
H 8.343 2.214 1.851 -0.2 0.0 -0.1
H 7.642 3.372 -0.259 -0.1 -0.3 0.2
H 5.701 2.547 -1.525 0.0 -0.3 0.2
H 2.139 0.614 -0.098 0.2 0.4 0.0
H 2.152 -1.372 -2.834 0.4 0.1 -0.1
H 2.800 -2.331 -5.033 -0.3 0.4 -0.2
H 2.530 -0.890 -7.083 0.2 0.2 0.2
H 2.007 1.566 -6.816 0.1 -0.2 0.0
H 1.755 2.525 -4.533 0.2 -0.3 -0.1
H 5.043 -0.534 1.427 0.2 0.2 -0.1
H 6.996 0.302 2.725 0.0 0.2 -0.3